132
Properties=species:S:1:pos:R:3:forces:R:3 method="wB97M-V/def2-TZVPD" max_force_ev_per_a=4.4 smiles="C=CCc1nc2ccc(NCC)c(O)c2nc1S.CCO.CCO.CCO.CCO.CCO.CCO.CCO.CCO.CCO.CCO.CCO" gap_ev=6.587 lumo_ev=-0.81
C -2.7454 -5.3796 1.1406 -0.59 -0.40 0.34
C -4.0414 -5.5306 0.5680 0.56 0.71 0.86
C -5.1512 -4.4713 0.8621 1.41 1.49 -3.13
C -4.4096 -3.0770 0.9674 0.36 0.62 -0.11
N -3.7939 -2.6665 -0.1792 -0.45 0.99 2.80
C -3.1653 -1.4347 -0.0685 0.51 0.49 -0.53
C -2.4990 -0.8867 -1.3015 0.39 1.74 1.06
C -1.8310 0.3984 -1.3068 -1.90 -2.35 2.31
C -1.7979 1.1817 -0.0140 -1.36 -1.71 -0.62
N -1.1074 2.4544 -0.0241 0.27 -1.60 0.16
C 0.1651 2.3119 0.7680 0.11 -0.26 1.03
C 0.8292 0.8783 0.7288 0.82 0.20 0.50
C -2.4489 0.6543 1.1822 0.70 0.38 -2.10
O -2.3880 1.4817 2.3261 -0.84 -0.82 -1.28
C -3.1572 -0.6842 1.2009 1.68 2.38 -0.66
N -3.7241 -1.0667 2.4088 -0.72 -2.83 -3.26
C -4.3471 -2.2648 2.2217 -0.59 0.51 0.08
S -5.1784 -2.9540 3.7241 0.26 -0.02 -0.20
H -1.9418 -4.6938 0.7703 -1.46 0.81 1.44
H -2.5189 -5.9960 2.0604 0.81 -0.89 -2.24
H -4.2099 -6.4062 -0.1198 -0.77 -0.08 2.10
H -5.7933 -4.6984 1.7458 0.91 -0.08 -0.68
H -5.7850 -4.3792 -0.0771 0.26 -0.02 1.22
H -2.5482 -1.4915 -2.2470 -0.01 0.63 1.26
H -1.3610 0.7304 -2.2607 -0.34 -0.02 1.09
H -0.8460 2.6386 -0.9965 -0.17 -0.10 0.39
H -0.1154 2.4977 1.8491 0.49 0.02 -1.22
H 0.8715 3.1128 0.4250 -0.66 -0.79 0.37
H 0.8573 0.4005 -0.2866 -0.05 0.56 0.82
H 1.8951 1.0062 1.0942 -1.11 -0.17 -0.49
H 0.3641 0.1463 1.4527 0.26 0.91 -0.89
H -2.9114 2.2755 2.0851 0.57 -0.38 0.29
H -6.4178 -2.3657 3.8444 0.92 0.09 -0.69
C -1.3818 -3.9850 -3.9299 -0.03 -0.10 -0.10
C -2.3157 -5.1458 -3.6492 -0.04 0.46 0.30
O -2.3793 -5.4007 -2.2500 -0.06 -0.19 0.03
H -0.3809 -4.1985 -3.5542 -0.06 -0.04 -0.12
H -1.3191 -3.7831 -5.0006 0.09 0.05 0.06
H -1.7274 -3.0813 -3.4212 -0.07 -0.03 -0.09
H -1.9560 -6.0519 -4.1405 -0.03 -0.04 0.17
H -3.3264 -4.9320 -4.0148 0.03 -0.04 -0.19
H -2.7068 -4.5979 -1.8202 -0.01 -0.12 0.03
C 3.0098 -2.3056 -3.7092 0.04 0.09 0.08
C 2.5485 -3.5736 -4.4009 0.08 0.38 -0.20
O 1.3728 -3.3226 -5.1643 -0.08 -0.07 -0.10
H 2.2261 -1.9206 -3.0524 0.04 -0.11 0.03
H 3.9084 -2.4897 -3.1158 -0.01 0.05 -0.01
H 3.2260 -1.5223 -4.4416 0.11 -0.07 -0.01
H 2.3129 -4.3456 -3.6665 -0.14 0.00 -0.13
H 3.3260 -3.9578 -5.0691 0.11 -0.07 0.15
H 1.5891 -2.6467 -5.8183 0.00 -0.10 0.10
C 6.4236 1.0232 -4.7104 0.07 0.02 0.12
C 5.9603 -0.2444 -5.4020 0.07 0.42 -0.20
O 4.7846 0.0142 -6.1625 -0.19 -0.25 -0.04
H 5.6407 1.4084 -4.0536 0.03 -0.09 0.00
H 7.3222 0.8390 -4.1175 -0.01 0.05 -0.02
H 6.6400 1.8058 -5.4423 0.07 -0.06 0.01
H 5.7239 -1.0159 -4.6678 -0.13 0.00 -0.13
H 6.7359 -0.6304 -6.0714 0.10 -0.07 0.15
H 5.0026 0.6914 -6.8149 -0.09 -0.01 0.15
C -0.0731 -1.4242 3.7870 0.10 0.05 -0.03
C -0.0992 -2.4756 4.8809 -0.42 0.10 -0.33
O -1.2763 -2.3433 5.6715 0.05 -0.08 0.19
H -0.1082 -0.4211 4.2171 0.09 -0.06 0.00
H 0.8305 -1.5155 3.1798 -0.03 0.04 0.00
H -0.9465 -1.5229 3.1357 0.04 -0.09 -0.02
H 0.7617 -2.3618 5.5417 -0.13 -0.04 0.08
H -0.0752 -3.4832 4.4518 0.21 0.00 -0.03
H -2.0345 -2.4543 5.0836 0.06 0.10 0.12
C 2.3188 0.2927 6.8108 0.13 -0.09 0.08
C 3.3545 0.5638 5.7366 -0.40 0.31 0.14
O 2.7280 1.0689 4.5615 0.08 -0.06 -0.27
H 1.5775 -0.4267 6.4552 0.07 0.00 0.00
H 2.7859 -0.1013 7.7149 -0.11 0.05 0.02
H 1.7778 1.2086 7.0656 0.08 0.01 0.06
H 3.8773 -0.3554 5.4685 -0.04 0.09 -0.16
H 4.0937 1.2933 6.0835 0.10 -0.14 0.11
H 2.2747 1.8859 4.8011 0.06 -0.12 -0.06
C -0.3839 6.4452 1.9300 0.04 -0.06 -0.07
C 0.4908 6.7652 0.7337 -0.34 0.08 0.28
O 0.6794 5.5955 -0.0649 0.10 -0.01 -0.31
H 0.0712 5.6583 2.5362 0.08 0.09 -0.02
H -0.5314 7.3296 2.5529 -0.06 -0.04 -0.02
H -1.3596 6.0758 1.6095 0.01 0.13 0.07
H 1.4718 7.1120 1.0582 0.04 -0.18 -0.19
H 0.0360 7.5450 0.1144 0.03 0.08 0.07
H -0.1917 5.2989 -0.3557 0.12 -0.05 0.11
C -0.0040 -2.1823 10.8813 -0.04 -0.02 0.12
C 0.6733 -1.0480 10.1371 -0.08 -0.37 -0.19
O 1.9404 -1.4664 9.6395 0.18 0.07 0.07
H 0.6189 -2.5202 11.7125 -0.03 0.10 -0.01
H -0.9742 -1.8689 11.2726 0.00 -0.07 -0.03
H -0.1524 -3.0423 10.2228 -0.10 0.08 -0.03
H 0.8393 -0.1997 10.8027 0.16 -0.03 -0.10
H 0.0579 -0.7123 9.2959 -0.12 0.09 0.11
H 1.7878 -2.2102 9.0441 0.02 0.11 0.08
C 1.0654 2.9888 -7.1245 -0.07 -0.01 -0.11
C 2.3414 2.2683 -6.7334 -0.20 0.35 0.26
O 3.4164 3.1950 -6.6081 0.21 -0.08 -0.11
H 1.1995 3.5189 -8.0699 0.01 -0.10 0.01
H 0.2360 2.2860 -7.2292 -0.01 0.06 0.02
H 0.7983 3.7377 -6.3735 -0.05 -0.10 0.04
H 2.6157 1.5373 -7.4950 0.14 0.08 0.07
H 2.2172 1.7435 -5.7810 -0.07 -0.17 -0.10
H 3.1737 3.8334 -5.9271 0.08 -0.08 -0.10
C -5.2964 7.3448 3.0502 -0.05 0.11 -0.04
C -4.7068 6.1814 2.2767 -0.04 0.02 0.44
O -3.4033 5.8717 2.7613 0.00 -0.12 -0.10
H -4.6572 8.2258 2.9618 -0.04 -0.05 -0.08
H -6.2935 7.5943 2.6815 0.01 0.01 0.07
H -5.3655 7.1057 4.1149 -0.10 -0.05 -0.05
H -4.6194 6.4315 1.2184 0.16 -0.09 0.06
H -5.3382 5.2918 2.3705 -0.13 0.07 -0.13
H -3.4863 5.6421 3.6949 0.05 0.04 -0.13
C 4.4978 6.4167 -1.1273 0.11 0.07 -0.08
C 4.5152 5.3538 -0.0448 -0.41 0.07 -0.10
O 3.3320 5.4261 0.7392 0.21 -0.07 0.03
H 4.4155 7.4118 -0.6847 0.07 -0.06 0.02
H 5.4065 6.3741 -1.7324 -0.05 0.03 -0.03
H 3.6327 6.2860 -1.7831 0.06 -0.07 -0.02
H 5.3677 5.4998 0.6204 -0.11 -0.05 0.06
H 4.5870 4.3523 -0.4833 0.21 0.01 -0.06
H 2.5774 5.2862 0.1464 -0.02 0.01 0.23
C -1.1786 -7.6241 -6.9832 0.15 0.03 -0.04
C -2.3423 -6.7245 -7.3525 -0.02 -0.33 0.33
O -3.5246 -7.4977 -7.5306 -0.14 0.07 -0.16
H -1.0116 -8.3719 -7.7613 -0.01 0.10 -0.02
H -0.2628 -7.0439 -6.8494 -0.01 -0.05 0.05
H -1.3884 -8.1674 -6.0575 0.04 0.10 0.04
H -2.1389 -6.2006 -8.2873 -0.18 -0.07 0.00
H -2.5228 -5.9790 -6.5710 0.16 0.12 -0.06
H -3.7042 -7.9513 -6.6985 0.01 0.06 -0.13

---

9
Properties=species:S:1:pos:R:3:forces:R:3 method="wB97M-V/def2-TZVPD" max_force_ev_per_a=2.3 smiles="C=C(F)F.C#N" e_above_lowest_ev=1.7432 gap_ev=10.947 lumo_ev=1.00
C -1.1005 -1.3833 -0.7159 -1.48 -0.52 -1.56
C 0.7113 0.5088 1.0477 -0.84 0.64 1.83
C 0.4939 0.9443 -0.1462 -0.75 1.19 -1.81
N -0.7293 -1.7488 0.3030 0.03 -0.11 -0.06
F 1.1947 0.6315 -1.2620 -0.42 0.08 1.11
F -0.5380 1.7008 -0.5306 0.26 -0.08 0.10
H -1.6216 -1.1988 -1.6869 1.01 0.01 1.39
H 1.5090 -0.1661 1.0160 1.12 -0.94 0.79
H 0.0805 0.7116 1.9750 1.06 -0.27 -1.79

---

Number 1: E -2847.15739 Ha. Number 2: E -370.52599 Ha.